62
Properties=species:S:1:pos:R:3:forces:R:3:lowdin_charge:R:1 method="wB97M-V/def2-TZVPD" e_tot_ev=-130510.8926 total_charge=-1 lumo_ev=2.4 homo_lumo_gap_ev=4.69 largest_force_ev_per_a=0.53
F -3.32769 2.59610 -2.87315 0.1525 0.0221 -0.1165 0.1728
C -2.19664 3.31080 -2.88126 -0.2073 -0.0708 0.1145 -0.5433
F -2.42495 4.44304 -2.22124 0.0883 -0.0297 -0.0512 0.1862
F -1.89334 3.60196 -4.14644 0.0002 0.0452 0.0362 0.1803
C -1.00275 2.53544 -2.24178 -0.0337 -0.1817 -0.0027 -0.3472
F -0.04871 3.43294 -2.00919 0.0876 0.0254 0.0384 0.1876
F -0.56016 1.62894 -3.14984 -0.0911 0.1441 0.1569 0.1434
C -1.38816 1.75189 -0.95269 -0.1907 -0.0405 0.1013 -0.3120
F -2.04264 2.58979 -0.11894 0.3017 -0.0587 -0.1666 0.1567
F -2.26980 0.79476 -1.33181 0.1140 0.2091 0.1065 0.1368
C -0.17690 1.02571 -0.23029 0.2202 -0.1480 -0.2022 -0.3124
F 0.99589 1.35544 -0.80873 -0.3720 -0.0578 0.1237 0.1525
F -0.36566 -0.30336 -0.44685 0.1366 0.3063 0.1175 0.1303
C -0.07195 1.21580 1.31544 0.0624 -0.2719 -0.0056 -0.3066
F 0.72885 0.20561 1.74791 -0.2479 0.2612 -0.0414 0.1238
F -1.31787 0.94464 1.80164 0.2448 0.1358 -0.0644 0.1105
C 0.49136 2.59359 1.85076 -0.2566 0.0548 0.0514 -0.4089
F -0.42521 3.01817 2.79462 0.2634 -0.1064 -0.3666 0.0787
F 0.42086 3.49080 0.82318 -0.2180 -0.2481 0.1648 0.0970
C 1.86128 2.53846 2.46691 -0.1087 -0.0116 0.1799 -0.1435
C 3.06947 2.20142 1.55556 0.1950 0.0825 0.0104 -0.4123
C 3.54273 3.13640 0.45645 -0.0919 -0.4780 -0.2216 -0.6452
Br 3.80574 4.95927 1.29320 0.0032 0.2579 0.1510 0.2993
H 2.00481 3.52429 2.92022 0.0294 -0.0173 -0.1246 0.0855
H 1.79296 1.81165 3.28510 -0.0263 0.0639 -0.0320 0.1200
H 2.89546 1.22449 1.08645 0.0391 0.0656 -0.0428 0.0779
H 3.90123 2.04154 2.25608 -0.1138 -0.0363 -0.0037 0.0797
H 2.70849 3.34233 -0.22282 -0.0192 0.1079 0.0625 -0.0754
C 1.78498 -2.94432 -4.90889 -0.0176 -0.0449 -0.0271 -0.0745
C 0.99997 -1.73245 -4.41544 0.0840 -0.0282 0.0596 -0.4326
C 1.01274 -0.54460 -5.38671 -0.1047 0.0052 0.0168 -0.2099
O 2.22423 0.17884 -5.42543 0.0656 0.0026 -0.0361 -0.1781
C 3.23181 -0.35258 -6.25723 0.0076 0.0672 0.0524 -0.1125
N 1.45754 -1.38225 -3.07114 -0.0244 0.1115 -0.1482 0.0581
H 2.85857 -2.80054 -4.78556 0.0067 0.0364 -0.0049 0.0639
H 1.51046 -3.82622 -4.33044 0.0116 0.0207 0.0299 0.0727
H 1.58502 -3.14830 -5.96341 0.0017 0.0062 0.0020 0.0738
H -0.04919 -2.03512 -4.32931 -0.0348 0.0261 -0.0336 0.1347
H 0.25951 0.17382 -5.05612 0.0320 0.0051 0.0016 0.1083
H 0.73850 -0.87111 -6.40097 0.0078 -0.0470 0.0145 0.1175
H 2.80508 -0.80359 -7.16006 0.0009 -0.0229 -0.0082 0.0864
H 3.84098 -1.09869 -5.74007 -0.0159 -0.0374 -0.0413 0.0749
H 3.88016 0.47298 -6.54951 -0.0067 0.0038 0.0077 0.0868
H 0.85449 -0.66622 -2.67933 -0.0181 -0.0691 0.0632 0.0450
H 2.36867 -0.93744 -3.14722 0.0191 -0.0447 0.0392 0.0800
C -2.97568 -1.61245 6.13338 -0.0366 0.0132 0.0237 -0.0737
C -2.67824 -1.46492 4.64386 0.0345 0.0283 0.0748 -0.4344
C -2.80098 -2.77304 3.85171 -0.0521 0.0544 -0.0638 -0.2073
O -1.74241 -3.69107 4.04639 0.0171 -0.0433 0.0575 -0.1840
C -1.85169 -4.51418 5.18680 0.0694 -0.0024 -0.0565 -0.1160
N -1.38326 -0.80891 4.47252 -0.0298 -0.2387 -0.0896 0.0561
H -2.13573 -2.05999 6.66543 0.0164 -0.0242 -0.0220 0.0628
H -3.14938 -0.63188 6.57550 0.0338 0.0094 -0.0126 0.0741
H -3.86031 -2.22979 6.30678 0.0081 -0.0003 -0.0066 0.0742
H -3.43380 -0.79208 4.22489 -0.0366 -0.0286 -0.0372 0.1358
H -2.77969 -2.52964 2.78694 0.0395 -0.0089 0.0016 0.1228
H -3.76167 -3.26548 4.06189 -0.0061 0.0350 0.0311 0.1165
H -2.89440 -4.78692 5.38202 -0.0146 0.0032 0.0203 0.0867
H -1.43641 -4.03835 6.07911 -0.0535 -0.0062 0.0244 0.0738
H -1.28352 -5.42310 4.98843 -0.0009 0.0081 -0.0095 0.0849
H -1.24718 -0.58761 3.49154 0.0184 0.1397 0.0511 0.0463
H -0.65587 -1.48469 4.69113 0.0172 0.0455 0.0530 0.0749